# C2H4N4O2

One molecule with the formula C2H4N4O2 in a non-equilibrium geometry (ωB97M-V/def2-TZVPD, OMol25).

- energy relative to the best compared isomer or geometry (same formula, charge and spin) (kcal/mol) = 94.0
- E (Eh) = -447.95260

```
12
Properties=species:S:1:pos:R:3:forces:R:3:nbo_charge:R:1
N -2.505425 -0.594745 -0.225833 -0.31 -0.72 0.98 -0.608
N -1.822900 0.572644 -0.255574 2.69 2.74 -0.15 -0.271
C -0.555298 0.659580 -0.031489 -1.72 -1.61 0.63 0.527
N 0.372752 1.725094 -0.155098 0.81 -1.60 -0.59 -0.392
C 1.535799 1.161409 -0.040092 -1.01 1.57 0.48 0.211
N 1.561824 -0.192339 0.446587 -1.70 -0.04 -1.40 0.077
O 2.065703 -1.050934 -0.616430 -0.41 0.83 1.46 -0.546
O 0.104132 -0.463684 0.508003 1.43 0.37 -0.31 -0.411
H -3.387268 -0.421479 0.269327 0.35 -0.08 -0.59 0.367
H -2.007611 -1.322788 0.276288 0.06 -0.21 -0.01 0.345
H 2.468959 1.749188 -0.129202 -0.57 -0.77 0.02 0.221
H 2.169338 -1.821945 -0.046491 0.39 -0.48 -0.51 0.480
```
Positions in Å, forces in eV/Å.



# C2H4N4O2

One molecule with the formula C2H4N4O2 in a non-equilibrium geometry (ωB97M-V/def2-TZVPD, OMol25).

- energy relative to the best compared isomer or geometry (same formula, charge and spin) (kcal/mol) = 52.6
- E (Eh) = -448.01855

```
12
Properties=species:S:1:pos:R:3:forces:R:3:nbo_charge:R:1
H 2.554029 1.094542 -0.082108 0.31 0.00 -0.32 0.341
N 1.859238 1.366124 0.595131 -2.03 -0.59 0.27 -0.637
C 0.756233 0.773627 0.308293 2.55 1.16 0.34 0.484
N -0.447088 0.795451 0.966644 -0.42 -0.11 0.10 -0.561
C -1.184984 -0.013586 0.291780 0.08 -0.48 -0.56 0.700
N -2.446241 -0.413565 0.483152 -1.76 -1.25 -0.71 -0.804
O -0.605632 -0.570878 -0.815164 -2.35 -0.01 -0.18 -0.354
N 0.671630 -0.077340 -0.879418 0.86 -0.98 0.58 0.056
O 1.435164 -1.274253 -0.594710 1.08 0.90 -2.29 -0.562
H -2.931186 -1.113779 -0.179893 1.52 1.84 1.63 0.431
H -2.974459 -0.088162 1.296268 0.56 -0.16 -0.65 0.426
H 1.825087 -1.386485 -1.514295 -0.42 -0.30 1.79 0.481
```
Positions in Å, forces in eV/Å.



# C2H4N4O2

One molecule with the formula C2H4N4O2 in a non-equilibrium geometry (ωB97M-V/def2-TZVPD, OMol25).

- energy relative to the best compared isomer or geometry (same formula, charge and spin) (kcal/mol) = 78.9
- E (Eh) = -447.97663

```
12
Properties=species:S:1:pos:R:3:forces:R:3:nbo_charge:R:1
N -2.226977 0.703111 -0.708858 3.30 -1.14 5.11 -0.843
C -0.792956 0.682860 -0.550469 -3.53 -1.60 -0.65 0.262
N 0.157203 0.955617 -1.346837 0.24 0.09 -0.80 -0.250
N 1.311815 0.414105 -0.821386 0.55 -1.29 2.18 -0.321
N 0.881029 -0.762115 0.064569 0.69 2.65 0.55 -0.034
O 1.815993 -0.996383 1.125017 -0.15 1.86 -0.46 -0.531
C -0.362107 -0.237196 0.509730 0.47 -1.77 1.91 0.555
O -0.908161 -0.603919 1.533932 -0.05 0.74 -1.15 -0.539
H -2.616819 0.931459 -1.573847 -1.01 0.12 -0.96 0.413
H -2.608087 0.149040 0.201701 0.38 1.93 -3.56 0.445
H 1.930910 -0.046511 -1.454136 -0.04 0.23 -1.30 0.375
H 2.100226 -0.080585 1.486703 -0.85 -1.82 -0.87 0.467
```
Positions in Å, forces in eV/Å.



# C2H4N4O2S2

One molecule with the formula C2H4N4O2S2 in a non-equilibrium geometry (ωB97M-V/def2-TZVPD, OMol25).

- energy relative to the best compared isomer or geometry (same formula, charge and spin) (kcal/mol) = 21.5
- E (Eh) = -1244.43867

```
14
Properties=species:S:1:pos:R:3:forces:R:3:nbo_charge:R:1
N 3.014017 0.204961 -0.743196 0.67 2.93 0.46 -1.067
S 1.824540 -0.419073 0.234078 -1.18 -0.25 0.92 2.329
O 2.341343 -0.382153 1.629127 -0.99 -0.50 -3.44 -0.899
O 1.330474 -1.621314 -0.473418 1.28 1.47 1.65 -0.933
N 0.504080 0.664095 0.166204 2.30 0.04 0.10 -0.800
C -0.675976 0.203324 0.153153 -1.57 -0.30 0.35 0.280
N -1.790006 1.014910 0.141090 0.50 2.90 0.80 -0.417
N -3.039559 0.486616 0.090377 0.33 -0.69 -0.01 -0.221
C -2.903661 -0.783948 0.105140 -2.61 -1.87 -0.66 -0.187
S -1.325762 -1.440210 0.208064 0.69 -0.14 -0.38 0.404
H 3.634643 0.960016 -0.180522 -2.14 -2.28 -1.79 0.426
H 2.642841 0.596080 -1.679956 0.74 -0.90 2.19 0.421
H -1.773527 2.035987 0.440430 0.41 -2.05 -0.85 0.426
H -3.783441 -1.519289 -0.090577 1.58 1.65 0.66 0.238
```
Positions in Å, forces in eV/Å.



# C2H4N4O6

One molecule with the formula C2H4N4O6 in a non-equilibrium geometry (ωB97M-V/def2-TZVPD, OMol25).

- energy relative to the best compared isomer or geometry (same formula, charge and spin) (kcal/mol) = 0.0
- E (Eh) = -748.77665

```
16
Properties=species:S:1:pos:R:3:forces:R:3:nbo_charge:R:1
N 0.816403 0.896887 -0.134929 0.21 0.16 0.28 -0.845
C -0.560752 0.690751 -0.019249 -0.95 -2.72 0.22 0.292
C -0.928738 -0.917277 0.245865 1.62 2.57 -0.82 -0.311
N -2.322077 -1.279362 -0.067391 0.38 0.19 -0.02 0.541
O -2.683616 -2.341091 0.354301 -0.36 -0.71 0.33 -0.346
O -2.954974 -0.521504 -0.755317 -0.60 0.07 -0.22 -0.361
N -1.106860 1.454722 1.177849 0.44 -0.21 -0.70 0.527
O -0.578541 2.506106 1.406672 0.18 0.68 0.35 -0.345
O -2.002699 0.934604 1.777797 -0.55 -0.10 0.40 -0.331
N -1.327449 1.238423 -1.280631 0.82 0.22 1.35 0.540
O -0.920757 0.794553 -2.316393 0.04 -0.31 -0.71 -0.372
O -2.106294 2.122118 -1.089081 -0.52 0.35 -0.30 -0.324
H 1.172848 0.713471 -1.065376 -0.15 -0.10 0.04 0.408
H 1.081928 1.828124 0.182325 -0.13 -0.17 -0.11 0.414
H -0.697312 -1.164917 1.279587 -0.15 0.07 -0.14 0.262
H -0.271942 -1.483716 -0.421233 -0.26 0.01 0.06 0.251
```
Positions in Å, forces in eV/Å.



# C2H4N4OS

One molecule with the formula C2H4N4OS in a non-equilibrium geometry (ωB97M-V/def2-TZVPD, OMol25).

- energy relative to the best compared isomer or geometry (same formula, charge and spin) (kcal/mol) = 88.7
- E (Eh) = -770.89669

```
12
Properties=species:S:1:pos:R:3:forces:R:3:nbo_charge:R:1
N 1.161477 -2.051113 -1.531083 2.02 3.12 3.71 -0.629
N -0.029663 -1.991770 -0.719259 -1.09 2.65 2.02 -0.309
C -0.337531 -0.834451 -0.149003 -1.19 -2.47 -2.75 0.553
N 0.157025 0.422289 -0.310538 4.40 1.69 -1.07 -0.569
C -0.385230 1.293711 0.446943 -1.42 -2.79 -0.77 0.253
S -0.183896 2.963681 0.835872 -1.93 -0.20 1.00 0.134
N -1.540644 0.685968 0.941431 -1.26 0.26 4.46 -0.324
O -1.617158 -0.621009 0.400381 0.67 -0.12 1.08 -0.320
H 1.798725 -2.704079 -0.874213 -1.44 1.92 -2.11 0.355
H 1.555928 -0.924654 -1.340267 -0.49 -4.09 -1.11 0.339
H 0.911015 3.129790 0.224864 2.17 0.13 -1.16 0.142
H -1.490047 0.631637 2.074871 -0.43 -0.09 -3.30 0.376
```
Positions in Å, forces in eV/Å.



# C2H4N4OS

A 2-piece molecular cluster, C2H4N4OS overall in a non-equilibrium geometry (ωB97M-V/def2-TZVPD, OMol25).

- energy relative to the best compared isomer or geometry (same formula, charge and spin) (kcal/mol) = 64.8
- E (Eh) = -770.93487

```
12
Properties=species:S:1:pos:R:3:forces:R:3:nbo_charge:R:1
C 0.730987 -0.352103 -0.647888 0.41 -1.68 -0.83 -0.055
C -0.705155 1.415999 0.624809 -1.55 0.80 0.66 0.805
N -0.105825 -0.496932 -1.497261 1.53 0.75 0.94 -0.030
N -1.466607 1.840112 -0.189428 -0.07 0.04 -4.03 -0.742
N -0.989589 0.031924 -2.180119 -1.71 0.14 -1.94 -0.572
N 1.001039 -1.373961 1.721780 1.84 -0.35 -0.41 -0.938
O -0.249233 1.164643 1.658766 1.66 -0.63 1.59 -0.574
S 1.955324 -0.763003 0.385496 -1.08 0.31 -0.36 0.525
H -1.386486 1.583154 -1.263848 -0.29 0.17 2.30 0.443
H -1.336953 -0.554158 -2.971051 0.56 0.24 1.06 0.359
H 1.729893 -2.004953 2.149548 -1.34 1.00 0.26 0.373
H 0.822608 -0.490723 2.209196 0.04 -0.78 0.76 0.405
```
Positions in Å, forces in eV/Å.



# C2H4N4S

C2H4N4S as an isolated structure in a non-equilibrium geometry (ωB97M-V/def2-TZVPD, OMol25).

- energy relative to the best compared isomer or geometry (same formula, charge and spin) (kcal/mol) = 113.8
- E (Eh) = -695.65054

```
11
Properties=species:S:1:pos:R:3:forces:R:3:nbo_charge:R:1
C 0.318340 1.305928 -0.050234 -0.03 4.83 -0.95 0.254
C -1.280342 0.043886 -0.074500 -3.97 -2.24 0.62 0.490
H 2.538835 -1.142043 1.047365 1.30 2.75 -2.46 0.161
H 0.839006 2.404680 -0.476346 -0.68 -3.67 2.07 0.231
H -2.616530 -1.284283 -0.119881 -0.25 -0.60 0.22 0.324
H 0.169704 -1.731305 -0.072711 -1.30 0.20 0.27 0.393
N 0.895723 0.055003 0.106214 2.53 4.23 -0.39 -0.397
N -1.002118 1.389896 0.003113 4.13 -1.43 -0.81 -0.459
N -2.521193 -0.306238 0.108260 2.38 -0.30 -0.90 -0.662
N -0.059720 -0.793731 -0.405875 -1.24 0.17 -0.13 -0.485
S 2.718290 0.058206 -0.065403 -2.86 -3.93 2.47 0.151
```
Positions in Å, forces in eV/Å.



# C2H4N6

One molecule with the formula C2H4N6 in a non-equilibrium geometry (ωB97M-V/def2-TZVPD, OMol25).

- energy relative to the best compared isomer or geometry (same formula, charge and spin) (kcal/mol) = 118.6
- E (Eh) = -406.92786

```
12
Properties=species:S:1:pos:R:3:forces:R:3:nbo_charge:R:1
H -1.195051 -0.795568 3.302739 2.29 0.10 -2.35 0.357
N -0.301378 -1.060167 2.687529 -1.50 1.06 -4.08 -0.656
C -0.310014 -0.772770 1.336828 -1.29 -3.33 6.19 0.169
N -1.420116 -0.071914 0.623451 2.17 -1.82 1.74 -0.449
C -0.748003 0.339749 -0.346239 2.05 0.29 -4.33 0.461
N -1.122762 0.628799 -1.668320 -0.33 1.98 -1.43 -0.212
N -0.131906 0.898232 -2.415342 -0.36 -1.68 -0.38 0.052
N 1.100269 0.743543 -1.785724 -0.68 -1.45 1.19 -0.297
N 0.646830 0.322958 -0.452956 4.42 3.63 2.41 -0.505
H 0.540865 -1.372872 0.659473 -2.52 1.88 2.22 0.222
H 1.906716 0.055826 -2.310132 -3.41 2.32 1.85 0.432
H 1.034549 1.084183 0.368693 -0.83 -2.98 -3.05 0.428
```
Positions in Å, forces in eV/Å.



# C2H4NO2

An isolated ion of composition C2H4NO2 and charge -1 in a non-equilibrium geometry (ωB97M-V/def2-TZVPD, OMol25).

- energy relative to the best compared isomer or geometry (same formula, charge and spin) (kcal/mol) = 139.4
- E (Eh) = -283.68883
- charge = -1

```
9
Properties=species:S:1:pos:R:3:forces:R:3:nbo_charge:R:1
O 0.809660 -1.629218 1.302703 -0.44 -0.21 0.24 -0.846
N -0.403159 -0.918623 1.306616 1.85 3.45 -2.39 -0.319
C -0.422555 -0.420464 -0.264333 1.03 -1.90 0.89 0.174
C 0.223117 0.800429 -0.718803 0.21 3.04 2.40 -0.151
O -1.225626 0.625569 -0.790213 0.43 0.29 -0.07 -0.549
H -0.080529 0.096059 1.717044 -1.26 -2.35 -0.77 0.243
H -0.248029 -1.264503 -1.005098 -0.58 0.55 1.40 0.150
H 0.553402 1.642002 0.051716 -0.88 -1.95 -0.99 0.139
H 0.793719 1.068749 -1.599632 -0.35 -0.91 -0.72 0.160
```
Positions in Å, forces in eV/Å.